Density functional theory data (ωB97M-V/def2-TZVPD) for 2 unconnected molecules or ions with the total composition C7H13N in a non-equilibrium geometry.

```
21
Properties=species:S:1:pos:R:3:forces:R:3:nbo_charge:R:1
C -0.6120 -1.6671 1.6032 -0.2567 0.3254 -0.0523 -0.38
C -0.6518 -1.9653 0.3051 0.2707 -0.6073 0.5328 -0.22
C 0.4194 -2.7412 -0.3362 -0.4934 0.0695 0.1152 -0.22
C 0.2621 -3.3388 -1.5132 0.2491 0.2448 0.2719 -0.37
H 0.1967 -1.9682 2.2575 0.1960 0.0142 -0.1821 0.19
H -1.3910 -1.0861 2.0813 -0.1112 -0.1109 -0.0518 0.20
H -1.5310 -1.7404 -0.2871 0.0590 0.2212 -0.0765 0.21
H 1.3231 -2.8340 0.2570 0.1546 -0.0458 -0.2060 0.20
H 1.0668 -3.8888 -1.9771 -0.0770 -0.1495 -0.0671 0.20
H -0.6910 -3.2567 -2.0152 0.0200 -0.0198 -0.2582 0.19
C 1.2342 1.5406 0.2225 -0.6241 -0.2661 -0.2906 -0.65
C -0.0631 2.2949 0.0045 0.9567 0.1315 -0.4289 0.21
C -1.2830 1.7606 0.0187 -0.2592 0.1068 0.4340 -0.54
N 0.1894 3.6269 -0.2920 -0.4117 -0.1852 0.5372 -0.82
H 1.7356 1.8165 1.1470 -0.0170 0.0559 0.0730 0.22
H 1.8940 1.7682 -0.6180 0.1188 0.0501 0.0728 0.21
H 1.0552 0.4677 0.1864 0.0068 0.0053 0.2313 0.23
H -2.1640 2.3401 -0.2289 0.0580 0.1289 0.0045 0.19
H -1.4587 0.7914 0.4474 0.1364 -0.2902 -0.1994 0.20
H 1.0512 3.8864 -0.7095 0.5313 -0.0330 -0.2554 0.38
H -0.5822 4.1934 -0.5533 -0.5070 0.3544 -0.2044 0.38
```
Positions in Å, forces in eV/Å.

HOMO: -8.03 eV
gap between HOMO and LUMO: 9.126 eV
SMILES string: C=C(C)N.C=CC=C

=====

Density functional theory data (ωB97M-V/def2-TZVPD) for C7H13N in the gas phase in a non-equilibrium geometry.

```
21
Properties=species:S:1:pos:R:3:forces:R:3:nbo_charge:R:1
C -1.1222 1.1011 -1.1795 0.2811 -0.3829 -0.9507 -0.20
C -1.4781 -0.3069 -0.6649 1.1578 1.4360 0.3949 -0.40
C -0.7719 -0.5492 0.6732 -0.9946 -0.9797 1.0523 -0.44
C 1.3094 0.3110 1.7409 -0.6093 0.6462 0.1140 -0.38
C 0.7175 -0.3667 0.7515 0.4532 1.0376 0.7419 -0.03
C 1.6496 -0.8650 -0.2652 1.0549 -0.5543 -1.3364 -0.22
C 2.1749 -2.0852 -0.3150 -0.9117 -0.2225 0.5643 -0.37
N -1.6937 2.2282 -0.4840 -0.7353 0.2802 0.0677 -0.86
H -0.0376 1.2367 -1.2001 0.1083 -0.2523 0.1253 0.18
H -1.3981 1.1120 -2.2487 -0.1948 0.1948 0.2310 0.17
H -2.5641 -0.3287 -0.5833 -0.0164 -0.4735 0.1482 0.21
H -1.1128 -1.0175 -1.3985 -0.2106 -0.2044 -0.1832 0.21
H -1.2485 0.0491 1.4579 0.2537 0.3378 -0.1681 0.21
H -1.0102 -1.5561 1.0466 0.1020 -0.1729 -0.3894 0.22
H 0.7892 0.7639 2.5823 -0.3467 -0.1727 -0.2090 0.19
H 2.3439 0.6122 1.7053 0.3652 -0.5237 -0.0629 0.20
H 2.0828 -0.1711 -0.9891 -0.5047 0.2046 0.0182 0.21
H 1.8498 -2.8136 0.4247 0.1164 -0.1228 -0.1367 0.19
H 2.8560 -2.4259 -1.0794 0.1772 0.2062 -0.0036 0.20
H -1.0551 2.9707 -0.2996 0.3856 0.2304 0.0730 0.37
H -2.2810 2.1008 0.3248 0.0686 -0.5121 -0.0909 0.36
```
Positions in Å, forces in eV/Å.

HOMO: -8.79 eV
gap between HOMO and LUMO: 9.801 eV
SMILES string: C=CC(=C)CCCN

=====

Density functional theory data (ωB97M-V/def2-TZVPD) for a molecular structure, C7H13N in a non-equilibrium geometry.

```
21
Properties=species:S:1:pos:R:3:forces:R:3:nbo_charge:R:1
C 1.8353 -1.3161 -0.3747 0.3225 0.5258 1.5783 -0.22
C 0.3238 -1.3971 -0.6333 1.7599 -1.1811 -1.3775 -0.45
C -0.4811 -0.3025 -0.0483 -1.9182 1.9448 -1.5550 -0.11
C -1.2160 0.5684 -0.9347 2.3918 -5.2253 0.2644 -0.33
C -2.4037 1.2509 -0.5135 0.0289 0.2984 -1.6779 -0.57
C -0.5751 1.1281 2.0905 -0.3172 -1.2502 -0.8278 -0.44
C -0.3233 0.0151 1.3321 0.0404 0.0470 1.7629 -0.23
N 2.4762 -0.0253 -0.7067 -0.8251 -0.3742 -0.7072 -0.81
H 2.3385 -2.1939 -0.7846 0.1244 0.3286 -0.4981 0.19
H 2.0159 -1.4113 0.7017 -0.1077 -0.1814 0.0321 0.18
H 0.1018 -2.4610 -0.4190 -0.7221 0.5620 0.6875 0.23
H 0.2606 -1.4649 -1.7325 -0.4534 0.6323 0.0667 0.20
H -0.7656 0.5427 -1.9336 -0.9967 0.2726 -0.1927 0.23
H -2.9657 1.6361 -1.3615 0.4871 0.7655 0.2318 0.22
H -1.1558 1.6888 -0.4121 -1.7155 1.6936 1.2393 0.38
H -3.0822 0.6729 0.1136 0.7877 0.5893 0.9397 0.24
H -1.3262 1.8513 1.8234 0.1604 0.3913 -0.0945 0.19
H -0.0603 1.2405 3.0322 -0.2068 -0.0886 0.1629 0.20
H 0.1774 -0.7850 1.8805 0.4936 0.2972 -0.1009 0.20
H 2.0846 0.2465 -1.6090 0.4490 0.0017 -0.2421 0.33
H 2.0381 0.6705 -0.1074 0.2172 -0.0491 0.3080 0.35
```
Positions in Å, forces in eV/Å.

HOMO: -7.11 eV
gap between HOMO and LUMO: 7.031 eV

=====

Density functional theory data (ωB97M-V/def2-TZVPD) for C7H13N in the gas phase in a non-equilibrium geometry.

```
21
Properties=species:S:1:pos:R:3:forces:R:3:nbo_charge:R:1
C -2.0896 -1.3772 0.1097 -0.9370 0.5591 -1.8877 -0.60
C -1.1922 -0.3142 -0.5800 -0.6818 -0.9276 0.3802 -0.22
C -1.2846 1.1432 0.0422 0.0884 0.1123 1.9454 -0.40
C 0.2768 1.6630 0.2314 -1.3973 1.6389 -0.2996 -0.41
C 0.9309 0.7341 -0.7407 -0.4300 0.0334 -0.4732 -0.12
C 0.2662 -0.4994 -0.2800 1.2143 -0.6046 0.6040 -0.06
C 2.7003 -0.7518 0.2874 0.5391 0.5476 0.8196 -0.43
H -3.1620 -1.1998 -0.2029 1.0189 -0.2047 0.6500 0.21
H -1.9927 -1.4067 1.1636 -0.0042 0.3407 1.1888 0.20
H -1.8276 -2.3786 -0.2289 0.0567 -0.0033 -0.2663 0.21
H -1.4480 -0.3551 -1.6178 0.0400 0.3102 -0.8069 0.21
H -1.9019 1.8870 -0.4874 0.2603 -0.4912 -0.0839 0.22
H -1.7587 1.0292 1.0820 0.6049 0.2773 -1.3571 0.20
H 0.3192 2.7348 -0.1054 0.1318 -0.8077 0.5540 0.20
H 0.5912 1.5756 1.2776 -0.0110 0.0415 -0.3205 0.21
H 0.6315 0.9747 -1.7791 0.3493 -0.0600 0.5397 0.18
H 0.3035 -0.5778 0.8014 0.0175 0.1334 0.4899 0.14
H 2.2937 -1.0970 1.2510 -0.0647 -0.4147 -0.3403 0.18
H 3.2311 0.1892 0.6248 -0.4545 -0.7936 -0.9624 0.20
H 3.4349 -1.4659 -0.1266 -0.3453 0.2950 0.4591 0.21
N 1.6779 -0.5073 -0.7221 0.0048 0.0181 -0.8330 -0.36
```
Positions in Å, forces in eV/Å.

HOMO: -8.13 eV
gap between HOMO and LUMO: 9.289 eV
SMILES string: C[C@H]1CC[C@@H]2[C@@H]1N2C

=====

Density functional theory data (ωB97M-V/def2-TZVPD) for C7H13N in the gas phase in a non-equilibrium geometry.

```
21
Properties=species:S:1:pos:R:3:forces:R:3:nbo_charge:R:1
C -0.9709 1.6690 -0.5139 -2.0579 -1.0587 -1.5159 -0.25
C -1.0792 0.1513 -0.5041 -0.3911 -1.7791 -1.4531 -0.35
C -0.6143 -0.3847 0.8318 1.6016 1.3548 0.1754 -0.39
C 0.7489 -0.8776 0.7655 -1.0510 1.0788 1.6083 -0.14
C 1.3009 -1.7456 -0.1251 6.0424 -1.9136 -3.6775 -0.27
C 2.7612 -2.0640 -0.2642 -2.9903 2.5746 1.6607 -0.36
C -1.1362 0.4160 1.9253 -0.8071 1.6631 1.6874 -0.46
N -0.7489 2.1522 -1.8905 1.4035 -0.3598 1.3790 -0.83
H -1.8249 2.1507 -0.0647 -1.0334 -0.1513 -0.3158 0.20
H -0.3710 1.7714 0.3244 2.8642 1.5181 0.6588 0.20
H -2.0577 -0.2848 -0.6561 -0.4256 0.3489 -0.6496 0.21
H -0.3726 -0.2782 -1.2470 -0.8934 0.5383 -0.0038 0.21
H 1.3652 -0.6124 1.5946 0.5657 -0.0012 0.5818 0.20
H 0.9089 -2.2604 -1.0453 -0.9570 0.6564 1.4876 0.22
H 3.6429 -1.4511 0.1691 -1.8132 -1.2791 -0.3737 0.20
H 2.9722 -2.8915 -0.9032 0.3636 -0.2882 -0.3625 0.18
H -1.1846 -1.0583 1.3628 -1.7046 -3.9374 0.5287 0.32
H -1.9494 0.2861 2.6688 -0.5759 -1.0084 -1.7283 0.20
H -0.6704 1.1845 2.4369 2.4787 1.3666 0.7724 0.17
H -1.4473 2.8080 -2.1543 -0.3782 0.6158 -0.1338 0.36
H 0.1687 2.5843 -1.9435 -0.2408 0.0614 -0.3264 0.36
```
Positions in Å, forces in eV/Å.

HOMO: -6.12 eV
gap between HOMO and LUMO: 4.517 eV

=====

Density functional theory data (ωB97M-V/def2-TZVPD) for a molecular structure, C7H13N2O in a non-equilibrium geometry.

```
23
Properties=species:S:1:pos:R:3:forces:R:3:lowdin_spin:R:1
C 0.8919 -1.2944 0.2060 3.2103 -3.0433 -1.5298 0.35
C 0.0876 -0.3064 -0.1254 -4.0309 6.0432 0.0461 0.28
C 1.6914 -0.3846 -1.6496 2.4280 0.4528 -4.5039 0.57
C 2.4381 -0.1867 -2.8829 -1.8536 -0.6025 -0.0459 0.10
C -0.4597 1.0871 2.1802 -3.5976 -1.3428 0.3803 0.01
C -2.3849 -0.4994 1.3483 0.3427 1.8369 0.3840 0.00
C -1.3230 0.6299 1.0153 1.8065 -3.0877 -0.8303 -0.01
N 1.8952 -1.3472 -0.7471 -1.4504 -2.3304 5.0995 0.34
N 0.6559 0.3361 -1.1865 -5.4825 3.7960 1.3712 0.25
O -1.7590 1.6167 0.2366 0.0636 2.3856 -0.2162 0.00
H 0.6874 -2.0835 0.8496 0.0497 -1.1035 1.3108 0.01
H 2.8294 0.7742 -2.7470 1.8295 1.6063 -0.1745 0.04
H 3.1883 -1.0020 -3.0056 -0.6886 0.9242 -0.5300 0.00
H 1.6846 0.0699 -3.6946 0.9355 -1.1138 0.0798 0.04
H 0.0108 0.2526 2.6485 0.1789 -0.5246 0.5681 0.00
H 0.2524 1.6809 1.7650 2.1142 2.2564 -0.6162 0.00
H -1.2068 1.5844 2.8681 1.2035 -0.2429 -0.4349 0.00
H -2.2402 -0.7819 2.4125 -0.2595 0.1553 -0.7038 0.00
H -2.5093 -1.3939 0.7465 0.7173 0.1220 -0.3450 0.00
H -3.3176 0.0516 1.2072 -0.2209 -0.2027 0.4614 0.00
H 2.5441 -2.0399 -0.7173 2.2887 -2.0130 -0.3575 0.01
H 0.0988 1.0716 -1.7120 1.1895 -1.4674 0.8169 0.01
H -1.3530 2.5432 0.4275 -0.7737 -2.5040 -0.2301 0.00
```
Positions in Å, forces in eV/Å.

HOMO (alpha / beta): -8.77 / -14.00 eV
gap between HOMO and LUMO (alpha / beta): 6.093 / 7.329 eV
net charge: +1
multiplicity: 3

=====

ΔE to the lowest compared entry with this formula, charge and spin: 42.79 41.14 123.41 97.49 197.67 18.61 (kcal per mole)